Entry 1:
Below is C37H48FN9O2ScSi as an isolated structure, with properties calculated with ωB97M-V with the def2-TZVPD basis set.

Computed properties:
HOMO (eV): -10.0438
Orbital gap (Eh): 0.2638
Molecular weight (u): 742.9

```
! wB97M-V def2-TZVPD RIJCOSX def2/J DEFGRID3
* xyz 1 1
Sc 0.0588 0.4870 -0.8898
C 5.8462 0.2733 0.6083
C 5.8388 0.2494 -0.7816
C 4.6626 0.0202 -1.4729
C 3.4818 -0.1860 -0.7653
C 3.4881 -0.1829 0.6203
C 4.6715 0.0495 1.3075
N 2.2308 -0.3974 -1.4498
N 2.3736 -0.8085 -2.6138
C 1.1868 -0.9805 -3.3692
C 1.4007 -1.5817 -4.6058
C 0.3199 -1.8098 -5.4394
C -0.9396 -1.4165 -5.0160
C -1.1137 -0.8003 -3.7773
C -0.0617 -0.5523 -2.8915
H 6.7683 0.4640 1.1408
H 6.7548 0.4204 -1.3311
H 4.6479 0.0122 -2.5535
H 2.5848 -0.4113 1.1584
H 4.6692 0.0535 2.3896
H 2.4066 -1.8609 -4.8908
H 0.4574 -2.2804 -6.4032
H -1.7965 -1.5782 -5.6584
H -2.1242 -0.4927 -3.5344
N -1.8901 1.8625 1.6803
C -3.2058 1.2263 1.7706
C -3.1418 -0.0508 2.5960
C -2.0922 -1.0746 2.1572
C -2.2798 -1.6236 0.7366
N -1.1042 -1.4039 -0.1499
H -1.5089 2.0038 2.6117
H -1.9714 2.7880 1.2731
H -3.5405 1.0024 0.7555
H -3.9695 1.8800 2.2077
H -4.1289 -0.5213 2.5852
H -2.9520 0.2104 3.6418
H -2.1588 -1.9093 2.8596
H -1.0904 -0.6591 2.2558
H -3.1456 -1.1609 0.2595
H -2.4956 -2.6943 0.7826
H -1.2627 -1.8573 -1.0495
H -0.2934 -1.9043 0.2413
C 3.5813 3.3788 -2.0587
Si 1.7155 3.3051 -2.0171
C 1.0485 5.0652 -1.9656
C 1.0858 2.5456 -3.6067
N 1.1365 2.3065 -0.6903
C 1.4797 2.6062 0.6191
C 2.1270 3.7636 1.0915
C 2.4030 3.9550 2.4378
C 2.0552 3.0130 3.3960
C 1.4273 1.8447 2.9808
C 1.1802 1.7096 1.6430
F 0.6027 0.4941 1.2157
H 3.9069 4.1182 -2.7947
H 3.9997 2.4148 -2.3507
H 4.0227 3.6490 -1.0983
H 1.5051 5.6180 -2.7913
H 1.2688 5.6126 -1.0497
H -0.0307 5.1058 -2.1259
H 1.0428 3.3224 -4.3741
H 0.0805 2.1242 -3.5277
H 1.7402 1.7550 -3.9784
H 2.4256 4.5263 0.3880
H 2.9038 4.8651 2.7406
H 2.2735 3.1744 4.4416
H 1.1498 1.0545 3.6660
N -5.2747 3.7256 -2.5610
C -4.1719 3.0485 -2.1784
C -4.1461 1.6455 -2.1400
C -2.9972 1.0091 -1.7443
N -1.8681 1.6383 -1.3823
C -1.9057 2.9822 -1.3984
C -3.0026 3.7136 -1.7760
H -6.0796 3.2405 -2.9146
H -5.2588 4.7253 -2.6543
H -5.0159 1.0654 -2.4174
H -2.9760 -0.0719 -1.7022
H -0.9992 3.4731 -1.0754
H -2.9540 4.7944 -1.7654
O -3.4452 -4.3985 4.4412
C -2.3602 -5.2188 4.8390
N -1.2095 -4.6731 4.1753
C -0.2154 -5.4429 3.6613
O -0.1403 -6.6424 3.8258
C 0.8023 -4.6915 2.8568
C 2.1388 -5.0603 2.9117
C 3.0466 -4.3494 2.1495
C 2.5852 -3.3144 1.3483
N 1.3003 -2.9651 1.2614
C 0.4396 -3.6567 2.0097
H -4.2301 -4.6666 4.9306
H -2.4720 -6.2539 4.5132
H -2.2402 -5.1936 5.9267
H -1.1476 -3.6700 4.1177
H 2.4404 -5.8895 3.5380
H 4.1004 -4.5893 2.1611
H 3.2791 -2.7536 0.7357
H -0.6075 -3.3894 1.9208
*
```

Entry 2:
Below is a 2-piece molecular cluster, C4H10Cl2Si overall, with properties calculated with ωB97M-V with the def2-TZVPD basis set.

Computed properties:
HOMO (alpha / beta) (eV): -7.0417 / -11.2042
<S²>: 2.0057
Orbital gap (alpha / beta) (Eh): 0.2895 / 0.3371
Molecular weight (u): 157.1

```
! wB97M-V def2-TZVPD RIJCOSX def2/J DEFGRID3
* xyz 0 3
C -0.9615 -1.5397 0.4608
C -0.2751 0.8671 -1.5154
C -1.4995 -0.0262 0.7058
C -0.8194 0.9773 -0.1676
Si 2.3278 0.1665 0.6810
Cl 3.4603 0.7962 -0.9809
Cl 2.7997 -1.7716 0.9747
H -0.6003 -1.8268 1.5255
H -0.1643 -1.4268 -0.1700
H -1.7463 -2.2088 0.2244
H 0.3109 1.7688 -1.7483
H 0.3648 0.0933 -1.8342
H -1.2220 0.8609 -2.0802
H -2.5130 -0.0310 0.3456
H -1.5020 0.3359 1.7540
H -1.0817 2.0269 0.1760
H 3.1218 0.9380 1.6488
*
```

Entry 3:
Below is one molecule with the formula C4H11NS, with properties calculated with ωB97M-V with the def2-TZVPD basis set.

Computed properties:
HOMO (eV): -8.2274
Orbital gap (Eh): 0.3330
Molecular weight (u): 105.2

```
! wB97M-V def2-TZVPD RIJCOSX def2/J DEFGRID3
* xyz 0 1
C 1.1678 -0.2760 1.3704
C 0.2806 -0.3879 -2.0183
C -0.0871 0.5491 1.3118
C -1.1790 -0.6228 0.3098
N -1.7743 1.3730 -1.4445
S -1.5425 -0.1952 -1.4677
H 2.0013 0.2013 1.8229
H 0.8656 -1.0052 2.2218
H 1.4581 -0.7993 0.4186
H 0.6353 -1.3940 -1.6702
H 0.7231 0.2847 -1.3143
H 0.3960 -0.3505 -3.1819
H -0.1173 1.4355 0.7155
H -0.3961 0.6986 2.4266
H -2.1075 -0.4607 0.8132
H -0.7960 -1.6186 0.2969
H -2.4299 1.7553 -2.0909
*
```

Entry 4:
Below is C29H25N4O7PtS2 as an isolated structure, with properties calculated with ωB97M-V with the def2-TZVPD basis set.

Computed properties:
HOMO (alpha / beta) (eV): -1.0121 / -1.5919
<S²>: 0.7532
Orbital gap (alpha / beta) (Eh): 0.2024 / 0.2237
Molecular weight (u): 800.8

```
! wB97M-V def2-TZVPD RIJCOSX def2/J DEFGRID3
* xyz -2 2
Pt -1.0616 -1.0078 -0.0375
C 0.8111 4.8264 1.6477
C -0.3145 3.8562 1.4023
C -1.3222 3.6666 2.3367
C -2.3485 2.7523 2.1057
C -2.3635 2.0166 0.9349
C -1.3669 2.2084 -0.0216
C -0.3574 3.1223 0.2152
S -3.5705 0.7169 0.6867
O -4.6275 0.9753 1.6498
O -3.9193 0.7995 -0.7154
N -2.8263 -0.6408 0.9932
C -2.7230 -0.9669 2.4211
C -1.6405 -2.0103 2.7181
O -1.5890 -2.4460 3.8773
O -0.8666 -2.3378 1.7639
H 0.8164 5.1707 2.6833
H 0.7275 5.7039 1.0005
H 1.7741 4.3567 1.4381
H -1.3007 4.2253 3.2674
H -3.1329 2.5928 2.8340
H -1.3675 1.6246 -0.9364
H 0.4318 3.2412 -0.5205
H -3.6694 -1.3528 2.8034
H -2.4724 -0.0915 3.0353
O 2.1556 -1.9377 -3.0028
S 1.2378 -2.3188 -1.9468
O 0.1137 -3.1529 -2.3062
N 0.7172 -1.0774 -1.1149
C 1.5583 0.0340 -0.9553
C 1.8837 0.8610 -2.0039
C 2.6602 2.0203 -1.8046
C 3.0909 2.3821 -0.5584
C 2.7697 1.5635 0.5507
C 3.1442 1.8830 1.8769
C 2.8038 1.0440 2.8958
C 2.1168 -0.1540 2.5809
N 1.7635 -0.4836 1.3727
C 2.0368 0.3693 0.3542
C 2.2299 -3.2769 -0.8082
C 3.5317 -3.6198 -1.1414
C 4.3026 -4.3451 -0.2405
C 3.7689 -4.7150 0.9864
C 2.4665 -4.3559 1.3146
C 1.6900 -3.6323 0.4222
H 1.4998 0.6144 -2.9830
H 2.8912 2.6471 -2.6589
H 3.6616 3.2916 -0.3998
H 3.6900 2.8028 2.0644
H 3.0544 1.2700 3.9249
H 1.8506 -0.8572 3.3661
H 3.9255 -3.3051 -2.0986
H 5.3222 -4.6125 -0.4951
H 4.3729 -5.2729 1.6937
H 2.0483 -4.6163 2.2793
H 0.6942 -3.3153 0.7070
O -0.9979 0.4844 -3.2568
N -2.1778 -0.0196 -3.2900
C -3.2543 0.7345 -3.5998
C -4.5189 0.1913 -3.6343
C -4.7063 -1.1456 -3.3327
C -3.5942 -1.9013 -2.9933
C -2.3410 -1.3334 -2.9756
H -3.0231 1.7719 -3.7824
H -5.3532 0.8397 -3.8646
H -5.6971 -1.5794 -3.3253
H -3.6833 -2.9413 -2.7114
H -1.4260 -1.8373 -2.6882
*
```

Entry 5:
Below is C2EuF6NO3S2 as an isolated structure, with properties calculated with ωB97M-V with the def2-TZVPD basis set.

Computed properties:
HOMO (alpha / beta) (eV): -14.0460 / -14.0523
<S²>: 15.7998
Orbital gap (alpha / beta) (Eh): 0.1831 / 0.2494
Molecular weight (u): 416.1

```
! wB97M-V def2-TZVPD RIJCOSX def2/J DEFGRID3
* xyz 1 8
O 1.1624 -3.3368 -1.7955
Eu 0.9224 -2.4879 0.2249
N -0.5822 0.8418 -0.0788
S -0.6091 -0.3774 -1.3416
C -2.3356 -0.9780 -1.1245
F -3.2029 -0.0484 -1.5006
F -2.6185 -1.3143 0.1273
F -2.4854 -2.0458 -1.9008
S 0.3738 0.8042 1.1565
O 0.9993 -0.5429 1.4237
O -0.1623 1.4669 2.3371
C 1.8699 1.8223 0.6986
F 2.4879 1.2757 -0.3345
F 1.4803 3.0442 0.3827
F 2.7000 1.8765 1.7253
*
```